This record from the Open Molecules 2025 dataset describes a 4-piece molecular cluster, C23H37ClFNO16S overall. The level of theory is ωB97M-V/def2-TZVPD.

As for the HOMO-LUMO gap: 9.514 eV. As for the energy: -84776.26233 eV. The HOMO energy is -0.3387 hartree. As for the LUMO energy: 0.30 eV. As for the SMILES: C[C@@H](O)CNCCO[C@H]1OS(=O)(=O)O[C@]1(CCF)CC(=O)Cl.C[C@@H]1COC(=O)O1.C[C@@H]1COC(=O)O1.C[C@@H]1COC(=O)O1.

Cartesian coordinates (Å):
1 C 0.889 -5.460 1.813
2 C 1.531 -4.219 1.185
3 O 1.506 -3.112 2.099
4 C 2.951 -4.458 0.665
5 N 3.334 -3.468 -0.324
6 C 3.973 -2.272 0.187
7 C 3.063 -1.035 0.323
8 O 1.788 -1.233 -0.298
9 C 0.961 -0.165 -0.165
10 O 0.753 0.515 -1.442
11 S -0.764 0.516 -1.877
12 O -1.146 1.810 -2.317
13 O -1.045 -0.624 -2.682
14 O -1.336 0.321 -0.412
15 C -0.452 -0.587 0.322
16 C -0.773 -2.045 -0.015
17 C -2.266 -2.323 -0.111
18 F -2.594 -3.399 0.702
19 C -0.708 -0.348 1.805
20 C -0.338 1.031 2.299
21 O -0.994 2.012 2.226
22 Cl 1.291 1.080 3.037
23 H 0.996 -5.427 2.898
24 H 1.338 -6.380 1.438
25 H -0.176 -5.498 1.587
26 H 0.960 -3.878 0.324
27 H 2.112 -3.316 2.819
28 H 3.636 -4.433 1.530
29 H 2.999 -5.452 0.220
30 H 3.875 -3.875 -1.069
31 H 4.366 -2.466 1.192
32 H 4.826 -2.010 -0.441
33 H 3.542 -0.164 -0.137
34 H 2.910 -0.814 1.383
35 H 1.421 0.606 0.456
36 H -0.264 -2.353 -0.924
37 H -0.370 -2.664 0.787
38 H -2.544 -2.584 -1.132
39 H -2.887 -1.487 0.213
40 H -0.143 -1.102 2.351
41 H -1.774 -0.478 1.997
42 C 2.754 2.925 7.125
43 C 4.074 2.578 6.491
44 C 4.450 3.376 5.260
45 O 5.269 2.449 4.536
46 C 4.891 1.197 4.889
47 O 5.236 0.204 4.336
48 O 4.050 1.242 5.948
49 H 2.536 2.251 7.952
50 H 2.782 3.945 7.509
51 H 1.946 2.841 6.397
52 H 4.882 2.613 7.227
53 H 5.012 4.282 5.469
54 H 3.574 3.615 4.650
55 C -0.934 4.492 -4.509
56 C -0.950 5.747 -3.682
57 C -2.318 6.304 -3.350
58 O -2.052 7.705 -3.213
59 C -0.963 7.998 -3.968
60 O -0.587 9.096 -4.212
61 O -0.376 6.859 -4.401
62 H 0.089 4.209 -4.756
63 H -1.388 3.674 -3.950
64 H -1.477 4.638 -5.443
65 H -0.365 5.615 -2.768
66 H -2.744 5.916 -2.429
67 H -3.022 6.163 -4.174
68 C -6.826 -1.663 -4.004
69 C -5.555 -2.187 -3.393
70 C -4.275 -1.854 -4.131
71 O -3.432 -2.956 -3.781
72 C -4.226 -4.020 -3.505
73 O -3.838 -5.130 -3.349
74 O -5.521 -3.628 -3.427
75 H -7.694 -2.015 -3.448
76 H -6.824 -0.573 -3.990
77 H -6.924 -2.004 -5.035
78 H -5.476 -1.886 -2.344
79 H -3.807 -0.922 -3.823
80 H -4.419 -1.856 -5.215

Cartesian forces, eV/Å:
C 0.0 0.2 -0.1
C 0.2 -0.2 0.0
O -0.1 0.1 -0.2
C -0.3 0.2 0.1
N 0.2 0.0 0.0
C -0.1 0.0 0.1
C 0.1 0.2 0.1
O 0.0 -0.2 0.0
C 0.1 0.2 0.2
O 0.0 -0.1 -0.2
S 0.1 0.2 0.1
O 0.1 0.0 -0.1
O -0.1 0.1 0.0
O 0.0 -0.2 0.1
C -0.2 0.1 -0.3
C 0.0 0.0 0.1
C -0.1 0.1 -0.2
F 0.0 -0.3 0.2
C 0.1 0.0 0.2
C -0.3 0.2 -0.3
O 0.2 -0.2 0.1
Cl 0.2 0.1 0.2
H 0.1 -0.1 0.0
H 0.0 0.0 0.0
H 0.0 0.0 0.1
H 0.1 -0.2 0.0
H 0.0 0.0 0.1
H 0.1 -0.2 0.0
H 0.0 0.0 0.0
H 0.0 0.0 0.0
H 0.2 0.0 0.0
H -0.1 0.0 -0.1
H 0.0 0.0 0.0
H -0.1 0.0 -0.1
H -0.2 0.0 0.1
H 0.0 0.1 -0.1
H -0.1 0.2 0.0
H 0.0 0.0 0.0
H 0.1 0.1 0.0
H 0.0 0.0 0.0
H 0.0 0.0 0.0
C -0.1 -0.1 -0.1
C 0.0 0.1 0.0
C 0.0 0.0 0.0
O 0.0 0.0 0.0
C -0.1 0.0 0.0
O 0.0 0.0 0.0
O 0.1 0.0 0.1
H 0.0 0.0 0.0
H 0.0 0.0 0.0
H 0.0 0.0 0.0
H 0.0 0.0 0.0
H 0.1 -0.1 0.0
H 0.0 0.0 0.0
C 0.0 0.0 -0.2
C 0.0 -0.1 0.0
C 0.0 0.0 0.0
O 0.0 0.0 0.0
C 0.0 0.0 0.0
O 0.0 0.0 0.0
O 0.1 0.0 0.1
H 0.0 0.0 0.0
H 0.0 0.0 0.0
H 0.0 0.0 0.0
H 0.0 0.0 0.0
H 0.0 0.1 0.0
H 0.0 -0.1 0.0
C -0.1 -0.1 -0.1
C 0.0 0.0 0.0
C 0.1 0.1 0.0
O 0.0 0.0 0.0
C 0.0 0.0 0.0
O 0.0 0.0 0.0
O 0.0 0.0 0.1
H 0.0 0.0 0.0
H 0.0 0.0 0.0
H 0.0 0.0 0.0
H 0.0 0.0 0.0
H 0.1 -0.1 0.1
H 0.0 0.0 0.0

This record from the Open Molecules 2025 dataset describes a 2-piece molecular cluster, C40H42N3O4P overall. The level of theory is ωB97M-V/def2-TZVPD.

As for the HOMO-LUMO gap: 3.952 eV. As for the energy: -64109.90518 eV. The HOMO energy is -0.2266 hartree. As for the LUMO energy: -2.21 eV.

Cartesian coordinates (Å):
1 C 2.270 5.783 -0.511
2 N 1.891 4.399 -0.709
3 C 2.829 3.484 -1.135
4 O 4.000 3.703 -1.367
5 C 2.107 2.152 -1.273
6 C 2.740 1.065 -0.409
7 C 4.165 0.816 -0.766
8 C 4.619 0.392 -1.990
9 N 5.991 0.369 -1.986
10 C 6.445 0.808 -0.752
11 C 7.732 1.004 -0.233
12 C 7.862 1.485 1.042
13 C 6.735 1.803 1.818
14 C 5.470 1.619 1.332
15 C 5.313 1.099 0.035
16 N 0.683 2.390 -0.907
17 C -0.269 1.427 -1.059
18 C -1.588 1.596 -0.714
19 C -2.592 0.682 -0.957
20 C -3.938 0.862 -0.527
21 C -4.881 -0.181 -0.629
22 C -6.194 0.014 -0.272
23 C -6.616 1.246 0.199
24 C -5.705 2.278 0.341
25 C -4.387 2.091 -0.002
26 C 0.519 3.834 -0.495
27 C 0.162 3.944 0.982
28 C -0.474 4.564 -1.393
29 H 3.341 5.889 -0.687
30 H 1.728 6.419 -1.207
31 H 2.048 6.092 0.507
32 H 2.140 1.856 -2.331
33 H 2.676 1.371 0.637
34 H 2.164 0.137 -0.489
35 H 4.002 0.149 -2.840
36 H 6.587 0.204 -2.798
37 H 8.590 0.756 -0.834
38 H 8.845 1.642 1.454
39 H 6.872 2.207 2.808
40 H 4.605 1.884 1.913
41 H 0.052 0.484 -1.453
42 H -1.838 2.490 -0.182
43 H -2.358 -0.209 -1.512
44 H -4.554 -1.146 -0.977
45 H -6.902 -0.793 -0.366
46 H -7.656 1.410 0.433
47 H -6.029 3.241 0.703
48 H -3.699 2.910 0.113
49 H 0.930 3.460 1.581
50 H 0.097 4.986 1.298
51 H -0.785 3.460 1.208
52 H -0.161 4.484 -2.431
53 H -1.472 4.142 -1.317
54 H -0.533 5.623 -1.142
55 C -5.052 -0.500 3.852
56 C -3.809 -1.356 3.659
57 O -3.189 -1.074 2.429
58 C -2.129 -1.934 2.192
59 C -1.544 -1.788 0.944
60 P -0.249 -2.857 0.346
61 C -0.511 -4.511 0.953
62 C -1.766 -5.022 1.186
63 C -1.904 -6.321 1.636
64 C -0.777 -7.091 1.845
65 C 0.481 -6.566 1.620
66 C 0.611 -5.262 1.177
67 C -0.364 -2.907 -1.440
68 C -1.462 -3.428 -2.084
69 C -1.511 -3.415 -3.467
70 C -0.460 -2.875 -4.183
71 C 0.642 -2.361 -3.528
72 C 0.687 -2.379 -2.145
73 O 1.155 -2.339 0.735
74 O -1.742 -2.783 3.012
75 H -5.688 -0.864 4.661
76 H -4.789 0.537 4.067
77 H -5.642 -0.480 2.933
78 H -3.058 -1.187 4.444
79 H -4.045 -2.432 3.665
80 H -1.884 -0.999 0.314
81 H -2.631 -4.391 1.063
82 H -2.886 -6.727 1.831
83 H -0.880 -8.116 2.160
84 H 1.361 -7.165 1.790
85 H 1.580 -4.810 1.024
86 H -2.273 -3.845 -1.509
87 H -2.368 -3.817 -3.983
88 H -0.489 -2.875 -5.260
89 H 1.462 -1.942 -4.087
90 H 1.538 -1.993 -1.605

Cartesian forces, eV/Å:
C -0.5 0.0 0.1
N 0.2 -1.3 -0.3
C -0.6 0.4 0.1
O -0.8 -0.1 0.1
C -0.1 -0.8 -0.5
C 0.0 -0.3 0.3
C 0.1 -0.1 -0.7
C -0.4 0.3 0.9
N 0.8 0.0 -0.4
C -0.3 0.2 0.3
C -0.2 -0.4 -0.7
C -0.1 0.1 0.1
C 0.2 0.0 0.1
C -0.1 -0.2 -0.6
C 0.1 0.0 0.0
N -0.3 -0.7 -0.5
C 2.3 2.2 0.3
C -1.6 -0.1 0.2
C 1.3 0.6 0.1
C -1.3 0.3 0.4
C 0.7 0.3 -0.1
C -0.2 0.0 0.1
C 0.0 -0.1 -0.1
C 0.0 0.2 0.1
C 0.2 -0.4 -0.2
C 0.3 0.5 0.2
C 0.1 -0.2 0.1
C 0.0 -0.1 -0.2
H -0.1 -0.2 0.0
H 0.0 0.2 0.0
H 0.0 0.1 0.1
H 0.1 0.0 0.2
H -0.1 0.0 0.0
H -0.1 0.1 0.1
H 0.3 -0.2 -0.2
H -0.5 0.0 0.6
H 0.3 0.0 -0.1
H 0.2 0.0 0.0
H 0.1 0.0 0.2
H -0.2 0.0 0.2
H 0.4 -0.4 -0.2
H -0.1 0.2 0.2
H 0.1 -0.4 -0.1
H 0.1 -0.2 -0.1
H -0.1 -0.1 0.0
H -0.1 0.0 0.1
H 0.0 0.1 0.1
H 0.1 0.2 0.0
H 0.1 -0.1 0.0
H 0.0 0.0 -0.1
H -0.1 0.0 0.0
H 0.1 0.0 -0.1
H 0.0 0.1 0.1
H 0.1 -0.1 0.1
C 0.2 0.2 -0.3
C -0.1 -0.4 0.8
O 0.1 0.1 -0.2
C 1.2 -1.2 0.1
C 0.5 -0.8 -1.5
P 1.5 3.1 2.8
C -0.2 0.5 -0.4
C -0.5 -0.4 0.1
C -0.2 0.1 -0.1
C 0.1 -0.3 -0.1
C 0.1 0.0 0.0
C 0.6 -0.5 0.2
C -0.2 0.0 0.6
C -0.4 -0.1 -0.5
C -0.3 -0.1 0.1
C 0.1 0.0 -0.4
C 0.1 0.2 0.0
C 0.5 0.3 -0.5
O -1.5 -1.0 -1.1
O -1.0 0.8 0.3
H 0.2 -0.1 0.0
H 0.0 0.0 0.1
H -0.1 -0.1 0.0
H -0.4 -0.1 0.1
H -0.1 0.3 0.2
H -0.1 0.3 -0.3
H -0.1 0.1 -0.1
H -0.1 0.0 0.0
H 0.0 -0.2 0.2
H 0.1 -0.1 0.1
H 0.1 0.0 0.0
H -0.2 -0.1 0.1
H -0.1 -0.1 -0.1
H 0.0 0.0 -0.2
H 0.2 0.0 -0.2
H 0.1 0.0 0.2

This record from the Open Molecules 2025 dataset describes a 8-piece molecular cluster, C8H32N2O8 overall. The level of theory is ωB97M-V/def2-TZVPD.

As for the HOMO-LUMO gap: 8.355 eV. As for the energy: -28171.46562 eV. The HOMO energy is -0.3018 hartree. As for the LUMO energy: 0.14 eV. As for the SMILES: NC(N)=O.CO.CO.CO.CO.CO.CO.CO.

Cartesian coordinates (Å):
1 N 18.777 15.121 -4.991
2 C 18.063 15.948 -4.351
3 N 16.847 16.119 -4.782
4 O 18.493 16.528 -3.167
5 H 19.667 15.074 -4.537
6 H 18.690 14.910 -5.990
7 H 16.341 16.897 -4.238
8 H 16.382 15.598 -5.554
9 C 12.669 20.242 -7.565
10 O 13.664 20.103 -6.574
11 H 11.758 20.754 -7.217
12 H 12.465 19.267 -8.075
13 H 13.039 20.858 -8.392
14 H 13.357 19.657 -5.800
15 C 16.245 18.039 -7.521
16 O 15.344 18.692 -8.419
17 H 15.676 17.394 -6.812
18 H 16.771 18.807 -6.959
19 H 16.985 17.415 -8.014
20 H 14.908 19.393 -7.945
21 C 19.383 15.032 -8.111
22 O 18.113 14.725 -7.650
23 H 20.131 14.259 -8.055
24 H 19.801 15.770 -7.445
25 H 19.287 15.424 -9.137
26 H 17.662 14.389 -8.440
27 C 13.059 16.767 -10.128
28 O 14.163 17.531 -10.649
29 H 13.380 15.720 -9.773
30 H 12.331 16.604 -10.938
31 H 12.512 17.208 -9.303
32 H 14.662 17.762 -9.893
33 C 16.606 15.410 -10.461
34 O 16.680 14.066 -9.990
35 H 16.222 15.447 -11.466
36 H 17.582 15.911 -10.592
37 H 16.021 16.024 -9.867
38 H 15.774 13.657 -10.155
39 C 12.665 17.433 -5.233
40 O 12.718 18.577 -4.355
41 H 13.671 17.017 -5.333
42 H 12.294 17.675 -6.188
43 H 12.008 16.697 -4.670
44 H 11.827 18.702 -4.051
45 C 14.490 15.101 -7.381
46 O 15.403 14.538 -6.400
47 H 15.002 15.734 -8.143
48 H 13.618 15.638 -6.915
49 H 13.972 14.292 -7.964
50 H 14.817 14.069 -5.825

Cartesian forces, eV/Å:
N 3.9 -2.8 -2.1
C 0.2 4.2 7.7
N -3.9 3.1 0.5
O -1.7 -2.4 -5.4
H 0.6 -0.4 -0.3
H -0.5 0.0 1.0
H 1.0 -2.0 -1.4
H 0.7 0.6 0.9
C -0.3 -0.4 -0.8
O 0.8 1.0 -1.4
H 0.2 -0.5 0.1
H -0.3 0.5 0.6
H 0.3 0.1 0.4
H -0.7 -0.5 1.1
C -0.8 0.3 1.0
O 0.8 -1.2 -0.8
H 0.5 0.5 -0.4
H 0.2 -0.1 0.3
H -0.2 0.0 -0.5
H -0.3 0.4 0.6
C 0.9 1.2 -0.6
O -0.7 -0.6 -0.3
H 0.0 -1.0 -0.3
H 0.1 0.8 -0.1
H 0.6 0.0 0.3
H -0.7 -0.4 0.5
C 0.6 -1.5 -0.8
O -2.2 -1.3 -0.8
H -0.3 1.3 -0.5
H 0.4 0.1 0.2
H 0.1 0.5 0.3
H 1.2 1.0 1.5
C 1.3 -0.4 -1.8
O -1.4 -0.5 -0.3
H -0.5 -0.1 -0.4
H 0.0 -0.8 0.6
H -1.2 1.1 1.3
H 1.9 0.7 0.4
C -0.2 -1.1 2.9
O 0.7 -0.2 -0.9
H -0.1 0.2 0.2
H -0.7 0.3 -1.2
H 0.8 0.4 -1.2
H -0.5 0.3 0.3
C -1.0 -0.6 -0.7
O -1.0 0.8 -1.9
H -0.2 -0.4 1.1
H 1.1 -0.1 -0.3
H 0.7 0.3 0.4
H -0.2 -0.7 0.9

This record from the Open Molecules 2025 dataset describes C3H7NOS in the gas phase. The level of theory is ωB97M-V/def2-TZVPD.

As for the HOMO-LUMO gap: 9.930 eV. As for the energy: -17597.73846 eV. The HOMO energy is -0.3351 hartree. As for the LUMO energy: 0.81 eV. As for the SMILES: NC(=O)CCS.

Cartesian coordinates (Å):
1 N 2.232 0.628 0.364
2 C 1.215 -0.278 0.228
3 O 1.351 -1.448 0.455
4 C -0.085 0.323 -0.321
5 C -1.268 -0.480 0.178
6 S -2.867 0.314 -0.250
7 H 3.163 0.285 0.544
8 H 2.238 1.628 0.401
9 H 0.006 0.251 -1.406
10 H -0.186 1.377 -0.066
11 H -1.213 -1.486 -0.208
12 H -1.300 -0.563 1.259
13 H -3.287 -0.551 -1.179

Cartesian forces, eV/Å:
N 1.3 -0.3 0.2
C -0.4 1.9 -0.4
O 0.2 -0.9 0.1
C 0.4 -0.4 0.4
C -0.5 0.3 -0.1
S 0.1 -0.1 -0.1
H -0.2 -0.5 0.1
H -1.0 0.2 -0.3
H -0.2 0.1 -0.1
H 0.1 0.0 0.0
H -0.2 -0.2 -0.1
H 0.3 0.1 0.1
H 0.1 0.0 0.0